DFT (ωB97M-V/def2-TZVPD) results for C16H48MnNO11 as an isolated structure in a non-equilibrium geometry.

Structure (XYZ):
```
77
Properties=species:S:1:pos:R:3:forces:R:3
Mn 15.17105 13.26834 5.11464 -0.45 0.16 -1.92
N 14.01209 14.90880 3.35020 -1.04 2.78 -1.97
O 15.02670 15.12392 3.99488 3.80 2.45 2.50
O 13.65562 13.77348 3.48983 -2.96 -5.11 0.38
O 13.44411 15.72267 2.64026 0.56 -0.87 0.92
C 17.58535 17.71849 5.06901 0.47 0.65 0.12
C 16.26804 18.12476 5.68078 0.13 -1.50 0.27
O 16.04645 19.49614 5.62621 -0.12 0.43 -0.30
H 18.32625 18.07581 5.78420 0.48 -0.12 -0.37
H 17.77364 18.15123 4.08647 -0.09 0.15 0.19
H 17.68881 16.64009 4.94883 -0.16 -0.10 0.22
H 16.33321 17.81672 6.72432 -0.15 -0.15 0.34
H 15.46490 17.52764 5.24892 -0.44 0.18 -0.34
H 15.26922 19.63814 6.17152 -0.10 0.44 0.01
C 9.46976 16.16653 2.90953 -0.47 0.33 0.63
C 9.05383 16.45266 1.48366 0.13 -0.17 0.04
O 7.62507 16.58711 1.39573 0.71 -0.22 -0.09
H 8.90661 15.32788 3.31894 -0.11 -0.06 -0.12
H 9.19357 17.04585 3.49142 0.00 -0.03 0.27
H 10.52293 15.96415 3.10440 0.15 0.09 -0.48
H 9.41199 15.63412 0.85931 -0.48 0.02 -0.33
H 9.52651 17.36604 1.12255 0.13 0.02 -0.06
H 7.43613 17.52519 1.47254 -0.17 0.00 -0.01
C 15.82246 14.53589 -0.24893 0.00 0.99 0.71
C 16.78397 14.48574 0.92243 -0.32 1.14 -1.65
O 17.01724 13.10617 1.09831 0.53 -0.62 1.75
H 15.63049 15.57470 -0.51751 -0.14 -0.08 -0.31
H 14.89204 14.08527 0.09658 -0.10 -0.17 -0.47
H 16.29526 13.98543 -1.06228 -0.40 0.08 -0.26
H 16.40695 15.05503 1.77206 -0.23 -0.91 0.53
H 17.68410 15.04512 0.66758 0.45 -0.31 -0.04
H 17.36977 12.78818 0.26392 -0.02 -0.21 -0.02
C 16.68968 10.06177 2.50210 -0.29 -0.77 1.15
C 16.78085 10.95936 3.74029 0.97 -1.32 0.22
O 16.08109 12.17378 3.56009 -0.32 0.26 0.84
H 15.65801 9.76364 2.31536 -0.19 0.63 -0.42
H 17.08805 9.08632 2.78121 0.60 0.07 -0.03
H 17.21770 10.42508 1.62046 -0.23 0.12 0.17
H 17.81727 11.15630 4.01440 0.22 0.25 -0.38
H 16.39352 10.48867 4.64391 -0.39 -0.29 -0.26
H 16.20867 12.34907 2.62489 0.04 1.19 -1.12
C 16.28764 17.98072 1.86698 -0.95 1.04 -0.45
C 14.94616 18.64938 1.39315 1.01 -0.96 0.36
O 14.15986 17.63861 0.78188 -0.37 0.46 -0.23
H 16.13927 17.32089 2.72180 -0.14 0.31 0.23
H 16.97597 18.79750 2.08416 0.31 -0.31 0.25
H 16.69212 17.33552 1.08710 0.00 0.35 -0.31
H 15.11175 19.47786 0.70446 0.18 -0.35 -0.34
H 14.40233 19.10716 2.21946 0.14 -0.10 0.28
H 13.77478 17.15333 1.51524 -0.06 -0.14 -0.21
C 10.94472 12.98274 -0.50473 0.16 0.23 -0.67
C 11.65107 13.61386 0.67343 -0.94 0.11 0.32
O 12.15645 12.56593 1.43525 1.00 -1.44 0.68
H 10.70589 13.74715 -1.24414 -0.05 -0.08 -0.12
H 10.03841 12.41119 -0.30465 -0.09 0.35 0.59
H 11.59840 12.23731 -0.95765 0.30 0.23 -0.15
H 10.97808 14.15250 1.34055 -0.43 0.40 -0.31
H 12.43932 14.32181 0.41736 0.07 0.00 -0.55
H 12.74293 12.92212 2.10664 -0.15 0.03 0.03
C 12.34316 18.91985 4.18105 -0.07 -0.03 -0.22
C 11.75512 17.84170 5.11893 0.47 0.64 -2.32
O 11.69319 18.32924 6.39958 -0.22 0.23 1.71
H 13.30472 19.31777 4.50533 0.04 -0.18 0.40
H 11.66668 19.77172 4.11177 -0.10 0.02 0.08
H 12.52158 18.58516 3.15917 -0.27 -0.33 -0.05
H 12.38175 16.95159 5.06299 0.03 -0.21 0.22
H 10.75452 17.59573 4.76341 0.14 -0.29 -0.08
H 10.79314 18.64000 6.52178 0.10 0.16 0.38
C 12.99052 10.02276 4.48026 0.93 -0.58 -0.36
C 13.03778 11.12185 5.51656 -2.66 -1.29 -1.43
O 14.38486 11.42258 5.79287 0.91 0.93 0.92
H 12.00249 9.70823 4.14416 -0.01 0.39 0.11
H 13.47121 9.14411 4.91040 -0.10 -0.28 0.16
H 13.63026 10.26016 3.63027 -0.34 0.28 -0.28
H 12.49991 10.69171 6.36142 0.28 0.70 0.56
H 12.49826 11.98864 5.13486 0.31 0.29 0.29
H 14.67208 10.75856 6.42389 0.54 0.03 0.19
```
Forces are in eV/Å.

Calculated values
Orbital gap (alpha / beta) (eV): 6.96 / 6.57
Relative energy (zero: lowest compared OMol25 entry of this formula, charge and spin) (eV): 3.008
Spin multiplicity: 6
Charge: +1
Expectation value of S²: 8.7535

---

DFT (ωB97M-V/def2-TZVPD) results for a 2-piece molecular cluster, C6H12Si overall in a non-equilibrium geometry.

Structure (XYZ):
```
19
Properties=species:S:1:pos:R:3:forces:R:3
C 3.58777 0.12862 -0.03258 3.24 3.29 -1.66
C 2.52863 0.69999 -0.53842 -2.83 -2.68 1.05
C 0.19919 -0.80866 1.28673 -0.43 -1.34 1.24
C 0.74767 -0.70087 -0.08865 1.05 3.63 -1.20
C -1.25807 1.78948 -0.20700 1.88 -1.44 4.74
C -2.46830 -1.24981 -0.51808 -1.29 1.73 -2.54
Si -1.03539 -0.13401 -0.03759 0.97 0.50 0.36
H 4.72947 0.48215 -0.10698 -2.57 -0.05 -0.24
H 3.62372 -0.74118 0.47387 -0.64 -2.89 1.75
H 2.30886 1.54835 -1.15936 0.16 0.16 0.04
H 0.15912 -1.91324 1.75890 0.08 2.71 -0.93
H 0.56319 -0.01379 1.96221 -0.22 -0.70 -0.04
H 1.11159 -1.48576 -0.64999 0.76 -1.76 -0.76
H -1.82626 2.00483 -1.00765 -2.34 0.98 -2.54
H -1.59353 2.24341 0.79697 -0.10 -0.65 -1.71
H -0.28271 2.23813 -0.34083 0.40 -0.15 -0.22
H -3.40774 -1.13500 -0.02043 -0.43 0.69 1.02
H -2.88182 -1.28713 -1.58413 1.07 0.86 0.83
H -2.31135 -2.25296 -0.42960 1.25 -2.88 0.80
```
Forces are in eV/Å.

Calculated values
Orbital gap (eV): 8.67
Relative energy (zero: lowest compared OMol25 entry of this formula, charge and spin) (eV): 5.679
Charge: 0

---

Q: What is the formula in the first record?
A: C16H48MnNO11